Entry 1:
Entry from the Open Molecules 2025 dataset: a 9-piece molecular cluster, C33H73F3N9O14P overall (the ωB97M-V functional and the def2-TZVPD basis).

Output
SMILES = C=CCO[P@](=O)(OC[C@H](O)CN)OC[C@H](O)C(F)(F)F.CN(C)C=O.CN(C)C=O.CN(C)C=O.CN(C)C=O.CN(C)C=O.CN(C)C=O.CN(C)C=O.CN(C)C=O
HOMO level = -8.78 eV
Lowest unoccupied orbital energy = 0.20 eV

ORCA input file:
```
! wB97M-V def2-TZVPD RIJCOSX def2/J DEFGRID3
* xyz 0 1
C -3.7932 0.9131 0.7400
C -3.1091 1.0747 -0.4285
C -1.8812 0.2677 -0.6232
O -1.6042 -0.1449 -1.9940
P -2.4305 -1.3354 -2.6206
O -2.1533 -1.4671 -4.0559
O -3.9663 -1.0568 -2.3122
C -4.7148 -1.9643 -1.4806
C -6.1236 -1.3876 -1.2941
O -6.6641 -1.8860 -0.0775
C -7.0628 -1.8379 -2.4496
N -7.8881 -2.9909 -2.1841
O -2.1124 -2.7006 -1.8299
C -0.7908 -2.9063 -1.3484
C -0.7953 -4.0892 -0.3684
O -1.5853 -5.1215 -0.9266
C -1.3081 -3.7352 1.0339
F -0.2755 -3.3356 1.8047
F -1.8481 -4.8058 1.6389
F -2.2437 -2.7714 1.0580
H -4.0272 1.7298 1.4140
H -4.0539 -0.1028 1.0364
H -3.4609 1.7282 -1.2230
H -1.9009 -0.5789 0.0755
H -1.0435 0.8963 -0.3293
H -4.7909 -2.9223 -1.9990
H -4.2448 -2.0758 -0.5020
H -6.0178 -0.2977 -1.2714
H -6.0237 -1.7674 0.6292
H -6.4301 -2.0548 -3.3134
H -7.6913 -0.9874 -2.7177
H -7.3509 -3.8137 -1.9579
H -8.5839 -2.8107 -1.4785
H -0.3594 -2.0111 -0.8959
H -0.1310 -3.2060 -2.1653
H 0.2029 -4.5140 -0.2763
H -2.5113 -4.9949 -0.6991
C 0.1397 3.4243 -1.6024
O -0.9087 2.8818 -1.2601
N 0.8232 3.1446 -2.7123
C 2.0588 3.8401 -3.0518
C 0.3215 2.1189 -3.6144
H 0.6062 4.2179 -0.9998
H 1.9320 4.3550 -4.0054
H 2.8764 3.1337 -3.1335
H 2.2955 4.5748 -2.2870
H -0.6753 2.3813 -3.9705
H 0.2485 1.1609 -3.1025
H 0.9970 2.0273 -4.4608
C 1.2103 -5.9407 6.1915
O 1.5299 -6.0966 7.3540
N 0.1296 -5.2545 5.7752
C -0.1845 -5.1079 4.3682
C -0.7431 -4.6487 6.7710
H 1.8021 -6.3603 5.3581
H -0.2015 -4.0539 4.0942
H -1.1640 -5.5423 4.1594
H 0.5624 -5.6199 3.7637
H -0.1781 -3.9388 7.3765
H -1.1369 -5.4197 7.4346
H -1.5674 -4.1314 6.2837
C -3.7890 -1.8426 5.9341
O -3.3196 -2.9228 6.2589
N -3.1202 -0.9120 5.2429
C -3.7090 0.3634 4.8933
C -1.7507 -1.1988 4.8305
H -4.8186 -1.5453 6.1941
H -3.7271 0.4801 3.8098
H -3.1256 1.1782 5.3255
H -4.7281 0.4194 5.2719
H -1.7473 -2.0893 4.1962
H -1.1324 -1.3938 5.7023
H -1.3476 -0.3577 4.2845
C 1.6324 0.9606 5.0361
O 0.5774 0.3688 5.1925
N 2.8406 0.4185 5.2567
C 4.0696 1.1602 5.0560
C 2.9078 -0.9616 5.7131
H 1.6775 2.0070 4.6933
H 4.6903 0.6680 4.3052
H 4.6307 1.2219 5.9901
H 3.8421 2.1683 4.7163
H 2.4369 -1.6220 4.9843
H 2.3783 -1.0718 6.6594
H 3.9476 -1.2487 5.8440
C -5.8885 -7.4627 4.5294
O -5.8715 -8.6310 4.8636
N -4.8851 -6.5903 4.7405
C -4.9597 -5.2048 4.3199
C -3.6870 -7.0588 5.4162
H -6.7518 -7.0098 4.0111
H -4.1538 -4.9855 3.6141
H -4.8563 -4.5483 5.1844
H -5.9164 -5.0164 3.8350
H -3.2285 -7.8715 4.8511
H -3.9365 -7.4372 6.4076
H -2.9839 -6.2351 5.5119
C 5.7038 3.6898 -4.5409
O 4.9574 3.6117 -3.5776
N 5.6730 4.6654 -5.4593
C 6.5980 4.6926 -6.5834
C 4.6861 5.7226 -5.3195
H 6.4900 2.9414 -4.7348
H 7.1928 5.6055 -6.5546
H 6.0367 4.6634 -7.5197
H 7.2643 3.8441 -6.5450
H 4.8194 6.2429 -4.3704
H 3.6790 5.3057 -5.3348
H 4.7975 6.4279 -6.1387
C 9.4090 2.6558 -8.0637
O 9.0986 3.7749 -7.6948
N 10.6175 2.3181 -8.5419
C 10.9310 0.9681 -8.9665
C 11.6397 3.3484 -8.6333
H 8.7021 1.8088 -8.0329
H 11.7570 0.5680 -8.3760
H 11.2157 0.9594 -10.0201
H 10.0622 0.3272 -8.8331
H 11.8398 3.7677 -7.6473
H 11.3017 4.1567 -9.2816
H 12.5518 2.9164 -9.0364
C -0.7925 6.7767 -2.0066
O 0.4209 6.8173 -2.0987
N -1.5337 7.6253 -1.2719
C -2.9768 7.5218 -1.2001
C -0.8560 8.6745 -0.5295
H -1.3957 6.0172 -2.5318
H -3.4418 8.4390 -1.5671
H -3.2942 7.3554 -0.1688
H -3.3174 6.6874 -1.8093
H -0.2963 9.3163 -1.2103
H -0.1509 8.2393 0.1790
H -1.5907 9.2686 0.0079
*
```

---

Entry 2:
Entry from the Open Molecules 2025 dataset: C37H45N4O7S4Tl as an isolated structure (the ωB97M-V functional and the def2-TZVPD basis).

Output
HOMO level = -6.73 eV
Lowest unoccupied orbital energy = -0.38 eV

ORCA input file:
```
! wB97M-V def2-TZVPD RIJCOSX def2/J DEFGRID3
* xyz 0 1
Tl 0.7570 1.5447 -0.7864
C 2.5377 4.5413 1.8075
O 3.4157 4.0493 2.8076
C 3.0017 3.0219 3.5648
C 3.8744 2.6505 4.5858
C 3.6015 1.6402 5.5004
C 2.4134 0.9484 5.4471
C 1.5259 1.2977 4.4329
C 0.2325 0.8382 4.1223
N -0.2482 1.4677 3.0811
N -1.4368 1.2867 2.6320
C -2.0257 1.3015 1.4189
O -1.6594 1.7903 0.3394
C -3.3683 0.6372 1.4973
C -4.2323 0.7206 0.4125
C -5.4579 0.0744 0.4408
C -5.8300 -0.6678 1.5510
C -4.9664 -0.7669 2.6337
C -3.7441 -0.1178 2.6081
C 1.8013 2.2935 3.4820
O 0.7471 2.4076 2.6061
H 2.9936 5.4429 1.4080
H 1.5663 4.7964 2.2300
H 2.4198 3.8098 1.0128
H 4.7904 3.2215 4.6607
H 4.3214 1.4248 6.2786
H 2.1589 0.1708 6.1529
H -0.3599 0.0805 4.6005
H -3.9245 1.2899 -0.4550
H -6.1293 0.1448 -0.4061
H -6.7858 -1.1754 1.5708
H -5.2452 -1.3578 3.4967
H -3.0558 -0.1993 3.4346
C -3.5227 3.9240 -2.4258
N -2.5169 4.2230 -1.4318
C -1.2028 4.4284 -1.6516
S -0.2620 4.8879 -0.3444
N -0.7567 4.3689 -2.9248
C 0.6374 4.5222 -3.3032
H -4.4997 4.1253 -1.9912
H -3.4919 2.8832 -2.7530
H -3.3943 4.5765 -3.2913
H -2.7360 4.0383 -0.4673
H -1.3334 3.8945 -3.6001
H 1.1669 4.9918 -2.4803
H 0.7078 5.1548 -4.1887
H 1.0915 3.5535 -3.5192
O -0.1597 -7.8219 1.1844
C 0.3743 -7.0627 0.1937
O 0.9529 -7.6076 -0.7088
C 0.2206 -5.5977 0.3159
C 1.0052 -4.7872 -0.5089
C 0.9782 -3.4148 -0.3961
C 0.1808 -2.7777 0.5728
S 0.2296 -1.0786 0.8612
C -0.6539 -3.5966 1.3565
C -0.6382 -4.9682 1.2254
H -0.5358 -7.2660 1.8733
H 1.6522 -5.2724 -1.2288
H 1.5841 -2.8047 -1.0534
H -1.3077 -3.1231 2.0778
H -1.3309 -5.5452 1.8318
C 6.5705 -0.0271 1.7342
C 5.8272 0.6339 0.5823
S 4.0209 0.4382 0.8421
O 3.3850 1.5433 0.0518
C 3.7663 -1.0775 -0.1448
C 3.8866 -0.8459 -1.6387
H 7.6423 0.1546 1.6574
H 6.4090 -1.1059 1.7385
H 6.2200 0.3760 2.6845
H 6.1119 0.2209 -0.3834
H 5.9859 1.7118 0.5675
H 2.7505 -1.3710 0.1243
H 4.4646 -1.8297 0.2277
H 3.2400 -0.0247 -1.9468
H 3.5821 -1.7400 -2.1833
H 4.9076 -0.6052 -1.9352
C -3.5248 -4.1625 -1.5649
C -2.9601 -2.8776 -2.0971
C -3.7565 -1.7518 -2.2660
C -3.2356 -0.5914 -2.8174
C -1.9019 -0.5527 -3.1823
C -1.0805 -1.6530 -2.9964
C -1.6179 -2.8137 -2.4731
S -1.2451 0.9334 -3.9420
C -1.2689 0.2894 -5.6492
O 0.1975 1.0321 -3.5764
H -4.5826 -4.0625 -1.3265
H -2.9897 -4.4753 -0.6679
H -3.4074 -4.9542 -2.3070
H -4.7987 -1.7839 -1.9761
H -3.8682 0.2746 -2.9741
H -0.0346 -1.5961 -3.2745
H -0.9941 -3.6893 -2.3579
H -0.7252 -0.6513 -5.6909
H -0.7959 1.0315 -6.2900
H -2.3081 0.1463 -5.9418
*
```

---

Entry 3:
Entry from the Open Molecules 2025 dataset: a 7-piece molecular cluster, C18H52ClN4O10 overall (the ωB97M-V functional and the def2-TZVPD basis).

Output
HOMO level = -4.87 eV
Lowest unoccupied orbital energy = 2.84 eV

ORCA input file:
```
! wB97M-V def2-TZVPD RIJCOSX def2/J DEFGRID3
* xyz -1 1
Cl -0.9779 4.2199 -0.5439
O -1.2451 2.9042 0.0098
O 0.3501 4.7083 -0.2448
O -1.1728 4.2412 -1.9758
O -1.8135 5.1272 0.0735
C -2.6238 7.3833 3.0231
O -1.7183 7.3723 1.9771
H -2.2863 6.6536 3.7591
H -2.6858 8.4529 3.2241
H -3.5166 6.8941 2.6334
H -1.1865 6.5962 2.1680
C 2.4141 3.0991 -2.3886
O 1.9092 4.0531 -3.1930
H 2.9777 3.6191 -1.6139
H 1.5341 2.5222 -2.1043
H 3.0818 2.4169 -2.9148
H 1.3330 4.6209 -2.6760
C -4.8921 3.9094 1.1594
C -5.3217 3.3461 -0.1561
C -6.6874 3.9687 -0.6098
O -6.8510 3.8218 -2.0682
C -8.0878 4.3513 -2.4239
N -4.3531 3.7181 -1.1339
H -4.7723 4.9442 0.8384
H -3.9272 3.4363 1.3413
H -5.6204 3.6440 1.9257
H -5.4110 2.2609 -0.1067
H -6.6564 5.0543 -0.5168
H -7.4973 3.4453 -0.1017
H -8.1634 4.2563 -3.5071
H -8.3293 5.3686 -2.1160
H -8.9313 3.8205 -1.9823
H -3.5080 3.8704 -0.6023
H -4.5589 4.7066 -1.1603
C -5.1890 5.7176 -4.9541
C -3.8903 5.6416 -4.1664
C -3.7366 6.5876 -2.9420
O -4.6876 6.1915 -1.9844
C -5.0226 7.3407 -1.1605
N -3.5450 4.1670 -3.9503
H -5.2088 5.1805 -5.9024
H -5.2357 6.7326 -5.3487
H -6.1445 5.6008 -4.4428
H -3.1287 6.1199 -4.7823
H -3.8387 7.5790 -3.3835
H -2.7613 6.4715 -2.4693
H -4.1527 7.7152 -0.6211
H -5.7049 6.9990 -0.3822
H -5.3679 8.1540 -1.7988
H -2.9392 3.9524 -4.7295
H -2.8988 4.3224 -3.1898
C -0.7757 0.7116 -2.7919
C -2.1797 1.1997 -3.2872
C -2.9126 0.2740 -4.2317
O -4.2932 0.5611 -4.2770
C -5.0035 -0.5494 -4.9718
N -2.9794 1.5225 -2.1238
H -1.0341 -0.1465 -2.1715
H -0.2483 1.5093 -2.2687
H -0.1454 0.4074 -3.6275
H -1.9610 2.1344 -3.8035
H -3.0016 -0.7669 -3.9207
H -2.4096 0.3356 -5.1967
H -6.0616 -0.2965 -5.0399
H -4.9647 -1.2871 -4.1704
H -4.5415 -0.8244 -5.9199
H -3.1010 0.6536 -1.6234
H -2.2560 1.9673 -1.5770
C 0.4507 9.7637 -1.0987
C -0.6678 9.1042 -1.8651
C 0.0214 8.0428 -2.7838
O 0.8937 8.5791 -3.8079
C 1.5737 7.5780 -4.5571
N -1.6461 8.5735 -0.9104
H 1.0726 8.9855 -0.6561
H 0.1324 10.4925 -0.3533
H 1.0900 10.3243 -1.7807
H -1.1408 9.7135 -2.6352
H -0.7189 7.3561 -3.1945
H 0.5779 7.3947 -2.1068
H 1.8049 8.0375 -5.5182
H 1.0335 6.6356 -4.6473
H 2.5392 7.4263 -4.0743
H -1.4734 7.6528 -0.5327
H -1.8027 9.2071 -0.1396
*
```

---

Entry 4:
Entry from the Open Molecules 2025 dataset: CH3N4O as an isolated structure (the ωB97M-V functional and the def2-TZVPD basis).

Output
HOMO level (alpha / beta) = -11.52 / -16.26 eV
Lowest unoccupied orbital energy (alpha / beta) = -4.40 / -8.19 eV

ORCA input file:
```
! wB97M-V def2-TZVPD RIJCOSX def2/J DEFGRID3
* xyz 1 3
C -2.7137 -0.3255 -0.0162
N -1.5059 -0.1286 -0.0043
N -0.6561 0.7997 -0.0392
N 0.4204 1.1453 -0.0452
N 1.8543 -0.0737 0.0227
O -3.7691 -0.7392 -0.0112
H 2.2968 0.0032 -0.8885
H 1.6273 -1.0370 0.2532
H 2.4460 0.3557 0.7286
*
```

---

Entry 5:
Entry from the Open Molecules 2025 dataset: C7H11N2 as an isolated structure (the ωB97M-V functional and the def2-TZVPD basis).

Output
HOMO level = -14.19 eV
Lowest unoccupied orbital energy = -4.53 eV

ORCA input file:
```
! wB97M-V def2-TZVPD RIJCOSX def2/J DEFGRID3
* xyz 1 1
C 2.0825 -0.4178 0.9210
C 1.8198 1.4239 -0.4853
C 0.7872 -1.3438 -1.0183
C 1.0622 -1.2208 0.4854
C 0.0976 -0.2145 -0.3932
C -2.4432 0.8290 0.3407
C -1.8624 -0.5050 0.1134
N 2.5648 0.6804 0.3324
N 0.5158 1.0946 -0.5426
H 2.5185 -0.6098 1.9362
H 2.0230 2.4051 -0.8001
H 1.6450 -1.1022 -1.6373
H 0.4396 -2.2233 -1.2383
H 0.7366 -1.9982 1.0992
H -1.7612 1.4913 0.8868
H -3.4719 0.6974 0.8438
H -2.7835 1.3031 -0.5089
H -2.0074 -1.1733 -0.6462
H -1.8621 -1.0375 1.0224
H -0.1010 1.9214 -0.7109
*
```

---

Entry 6:
Entry from the Open Molecules 2025 dataset: C29H35BeN5O2 as an isolated structure (the ωB97M-V functional and the def2-TZVPD basis).

Output
HOMO level = -7.11 eV
Lowest unoccupied orbital energy = 0.61 eV

ORCA input file:
```
! wB97M-V def2-TZVPD RIJCOSX def2/J DEFGRID3
* xyz 0 1
Be 0.1359 0.0979 0.0221
C -3.0876 -1.5902 3.1705
C -1.5752 -1.5764 2.8886
O -1.0584 -0.7402 1.9177
H -3.5266 -2.5690 3.3718
H -3.6675 -1.1617 2.3464
H -3.3104 -0.9495 4.0267
H -1.2177 -2.6092 2.7174
H -1.1242 -1.3037 3.8603
C 3.2193 1.1610 -2.8628
C 2.0106 1.9801 -2.4136
O 1.0027 1.2091 -1.8813
H 2.9318 0.2985 -3.4700
H 3.8387 0.7317 -2.0660
H 3.9390 1.7631 -3.4298
H 1.6347 2.5392 -3.2857
H 2.3774 2.7323 -1.6866
N 1.3452 -2.2101 -0.2736
C 1.1206 -3.3785 0.3274
C 1.6604 -4.5842 -0.1006
C 2.3706 -4.6245 -1.2936
C 2.5914 -3.4048 -1.9216
C 2.1592 -2.2341 -1.3244
H 0.3978 -3.3738 1.1360
H 1.4631 -5.4689 0.4897
H 2.8168 -5.5085 -1.7277
H 3.1343 -3.4027 -2.8574
H 2.4607 -1.3162 -1.8184
N -1.2819 -1.5213 -1.4184
C -1.1603 -1.5916 -2.7524
C -2.0324 -2.2821 -3.5778
C -2.9556 -3.1269 -2.9630
C -2.8601 -3.3558 -1.5880
C -2.0032 -2.5197 -0.8958
H -0.3371 -0.9919 -3.1305
H -1.9238 -2.3132 -4.6518
H -3.6408 -3.7188 -3.5567
H -3.5676 -4.0280 -1.1267
H -1.8202 -2.6647 0.1660
N -1.9693 1.3727 -0.6886
C -1.9251 2.2827 -1.6495
C -3.0514 2.6309 -2.3968
C -4.2058 1.9080 -2.1965
C -4.1591 0.8046 -1.3519
C -3.0625 0.6106 -0.5406
H -0.9992 2.8299 -1.7692
H -2.9776 3.4793 -3.0631
H -5.0739 2.1392 -2.8008
H -5.0486 0.1900 -1.2940
H -3.0607 -0.1994 0.1768
N 0.0704 2.3998 1.4562
C -0.6108 2.5619 2.5760
C -0.7542 3.8064 3.2143
C -0.0934 4.8967 2.6640
C 0.6348 4.7348 1.4958
C 0.6278 3.4768 0.9129
H -1.0780 1.7399 3.1063
H -1.2938 3.9514 4.1385
H -0.1396 5.8047 3.2540
H 1.2947 5.4520 1.0280
H 1.0842 3.4409 -0.0717
N 2.1068 0.2535 1.2291
C 3.0316 1.1843 1.0016
C 4.0007 1.5817 1.9073
C 4.0253 0.9867 3.1577
C 3.0117 0.0796 3.4453
C 2.0826 -0.2441 2.4746
H 3.0571 1.5997 -0.0001
H 4.8025 2.1185 1.4164
H 4.8885 1.1311 3.7935
H 3.0507 -0.4433 4.3909
H 1.2743 -0.9544 2.6171
*
```

---

Q: Which molar mass values were calculated for the entries above? A: 907.96, 990.44, 520.09, 87.06, 123.18, 494.64, in Da.
Q: Which calculated total energy values were calculated for the entries above? A: -3488.3536, -3947.7614, -2148.1843, -333.6440, -382.4490, -1564.9284, in Eh.